Record 1
Density functional theory data (the ωB97M-V functional and the def2-TZVPD basis) for C29H65N13PSi2TeTi as an isolated structure in a non-equilibrium geometry.

Structure (XYZ):
```
112
Properties=species:S:1:pos:R:3
Ti -1.1165 -0.2539 0.3585
N -3.6586 -2.3485 -2.1278
N -3.7251 -2.0324 -0.7759
N -4.8948 -2.1413 -0.0640
C -4.4978 -1.7473 1.1292
N -3.2006 -1.3802 1.1731
N -2.6825 -1.5367 -0.0430
H -4.5259 -2.8071 -2.4693
H -2.9070 -3.0010 -2.3430
H -5.1200 -1.7825 2.0360
C -3.5696 6.4125 -0.9251
C -4.4490 5.2836 -1.4774
C -5.7450 5.0896 -0.7321
C -3.7442 3.9728 -1.7587
N -3.2907 3.1479 -0.6612
C -2.8340 3.2908 0.6231
N -2.1844 2.1944 0.9416
N -2.2105 1.4059 -0.1236
N -2.9462 1.8953 -1.0959
H -4.1332 7.3348 -0.9988
H -2.6222 6.4860 -1.4731
H -3.3508 6.2507 0.1280
H -4.7374 5.5060 -2.5225
H -5.5666 4.9870 0.3662
H -6.2906 4.1846 -1.0177
H -6.3950 5.9526 -0.8934
H -2.8381 4.1539 -2.3922
H -4.4156 3.3487 -2.3764
H -2.9923 4.1483 1.2907
C -1.5206 1.3772 7.5692
Si -0.4677 1.6851 6.0145
C -1.0656 3.3955 5.3544
C 1.4192 1.7054 6.3890
C -0.9269 0.3002 4.7463
Te 0.2520 0.0305 2.8886
C 1.5212 -1.6307 3.5907
Si 0.9585 -3.4461 3.5376
C 0.0297 -4.0683 5.0596
C 0.1036 -3.6685 1.8314
C 2.5230 -4.5513 3.4798
H -1.3813 2.1547 8.3395
H -1.2329 0.4202 8.0803
H -2.5865 1.3882 7.2741
H -0.7305 4.1352 6.1227
H -2.1545 3.4443 5.2240
H -0.5481 3.5806 4.4242
H 1.6235 2.6465 6.9468
H 2.0711 1.7034 5.4991
H 1.7564 0.8511 7.0150
H -1.9982 0.4299 4.3812
H -0.8733 -0.6733 5.3067
H 1.7876 -1.3538 4.6080
H 2.4655 -1.5565 3.0140
H -1.0243 -3.7354 5.0496
H 0.4726 -3.6811 6.0055
H 0.1202 -5.1773 5.1178
H -1.0011 -3.7478 1.9754
H 0.4152 -4.6305 1.4155
H 0.2921 -2.8731 1.1423
H 3.2222 -4.2106 4.2820
H 3.0845 -4.5808 2.5209
H 2.2770 -5.6074 3.7478
N 0.0234 -0.5045 -1.0004
P 1.0796 -0.6679 -2.1203
N 1.2952 -2.2234 -2.7354
C 2.1360 -3.1670 -1.8825
C 2.6647 -4.3094 -2.7530
C 1.4375 -5.1300 -3.2063
C 0.4357 -4.2571 -4.0003
C 0.1024 -2.9690 -3.2074
N 0.7250 0.3708 -3.3753
C 1.0414 0.0193 -4.8028
C 1.4531 1.2073 -5.6610
C 0.5352 2.4321 -5.3793
C 0.7394 2.8762 -3.9074
C 0.2955 1.7216 -3.0197
N 2.6105 -0.2834 -1.5310
C 3.7708 -0.3935 -2.4657
C 5.1145 -0.6276 -1.7864
C 5.3109 0.2069 -0.4781
C 4.1234 1.1862 -0.2807
C 2.7976 0.4569 -0.2650
H 1.4862 -3.5704 -1.0859
H 2.9648 -2.6580 -1.3535
H 3.3627 -4.9326 -2.1781
H 3.2100 -3.8761 -3.6096
H 0.9569 -5.4402 -2.2576
H 1.6603 -6.0497 -3.7418
H -0.5049 -4.7984 -4.1712
H 0.7572 -4.0288 -5.0404
H -0.4674 -3.2947 -2.3079
H -0.5622 -2.3291 -3.8129
H 0.1249 -0.4093 -5.2296
H 1.7902 -0.7895 -4.8211
H 1.4092 0.8814 -6.7209
H 2.5163 1.4065 -5.4352
H -0.4978 2.1177 -5.5427
H 0.7367 3.2354 -6.0628
H 0.1615 3.7560 -3.5560
H 1.7995 3.0799 -3.7174
H -0.8170 1.7012 -2.9757
H 0.6094 1.9457 -1.9969
H 3.8581 0.5289 -3.0644
H 3.6201 -1.1979 -3.2035
H 5.9241 -0.3836 -2.5139
H 5.1936 -1.7279 -1.5907
H 6.2801 0.7265 -0.4588
H 5.3104 -0.4752 0.3810
H 4.1770 1.9984 -1.0176
H 4.2479 1.6621 0.7191
H 1.9785 1.1736 -0.0698
H 2.7824 -0.2664 0.5649
```

Values from the calculation:
- expectation value of S² = 0.758
- multiplicity = 2
- ΔE to the lowest compared entry with this formula, charge and spin (kJ/mol) = 127.2
- total charge = +2
- HOMO-LUMO gap (alpha / beta) (eV) = 7.34 / 7.11
- highest occupied orbital energy (alpha / beta) (eV) = -12.82 / -12.83

Atomic partial charges in e from the Löwdin method, atoms 1 to 5: 0.60, 0.15, -0.18, 0.18, -0.16

Record 2
Density functional theory data (the ωB97M-V functional and the def2-TZVPD basis) for C29H15BrCl4N3O5Yb as an isolated structure in a non-equilibrium geometry.

Structure (XYZ):
```
58
Properties=species:S:1:pos:R:3
Yb -0.4084 1.1572 -0.8023
Cl -1.9327 5.5440 4.9266
C -1.3900 4.6913 3.5305
C -0.7824 5.4103 2.4862
C -0.2819 4.7310 1.4116
Cl 0.4703 5.5477 0.1036
C -0.3499 3.3037 1.2917
O 0.2736 2.7098 0.3554
C -1.1148 2.6247 2.3042
C -1.4963 1.2634 2.1311
O -1.3091 0.5557 1.1268
C -1.5712 3.3391 3.4377
H -0.7071 6.4854 2.5380
H -2.0474 0.8163 2.9784
H -2.0793 2.8023 4.2254
Cl -3.8916 4.6777 -6.3272
C -3.3139 3.9678 -4.8644
C -4.1816 3.8944 -3.7627
C -3.7472 3.3112 -2.6048
Cl -4.7895 3.1777 -1.2434
C -2.4300 2.7605 -2.4546
O -2.1016 2.1784 -1.3686
C -1.5516 2.9186 -3.5821
C -0.1823 2.5279 -3.5216
O 0.4271 2.0645 -2.5468
C -2.0332 3.4972 -4.7777
H -5.1799 4.2959 -3.8342
H 0.3881 2.6983 -4.4529
H -1.3623 3.5734 -5.6197
Br -0.9482 -6.0092 4.5396
C 0.3772 -5.5812 3.2425
C -0.0208 -5.2729 1.9517
C 0.9395 -5.0241 0.9959
C 2.3058 -5.0958 1.3085
C 2.6800 -5.3862 2.6279
C 1.7204 -5.6214 3.5912
N 3.2622 -5.1460 0.3068
N 3.2218 -4.5407 -0.7669
C 2.4064 -3.4722 -1.0611
C 1.7260 -3.4870 -2.2773
C 0.7882 -2.5235 -2.6053
C 0.5353 -1.4269 -1.7660
O -0.3973 -0.5527 -1.9697
C 1.4059 -1.2859 -0.6158
N 1.3461 -0.1025 0.0478
C 2.1076 0.0787 1.1095
C 2.9879 -0.8995 1.5852
C 3.0974 -2.0882 0.9081
C 2.2985 -2.3210 -0.2267
H -1.0682 -5.2257 1.6917
H 0.6386 -4.8268 -0.0224
H 3.7267 -5.4324 2.8874
H 2.0046 -5.8527 4.6075
H 1.8748 -4.3337 -2.9317
H 0.2152 -2.6138 -3.5167
H 2.0378 1.0494 1.5924
H 3.5991 -0.6978 2.4502
H 3.8080 -2.8354 1.2312
```

Values from the calculation:
- expectation value of S² = 0.751
- multiplicity = 2
- ΔE to the lowest compared entry with this formula, charge and spin (kJ/mol) = 39.1
- HOMO-LUMO gap (alpha / beta) (eV) = 6.66 / 6.66
- highest occupied orbital energy (alpha / beta) (eV) = -7.54 / -7.54

Atomic partial charges in e from the Löwdin method, atoms 1 to 5: 1.52, 0.68, -0.68, -0.10, -0.58

Record 3
Density functional theory data (the ωB97M-V functional and the def2-TZVPD basis) for BrSr as an isolated structure in a non-equilibrium geometry.

Structure (XYZ):
```
2
Properties=species:S:1:pos:R:3
Sr 17.9420 -9.4208 33.5923
Br 17.1703 -12.0468 32.4742
```

Values from the calculation:
- ΔE to the lowest compared entry with this formula, charge and spin (kJ/mol) = 36.7
- total charge = +1
- HOMO-LUMO gap (eV) = 6.90
- highest occupied orbital energy (eV) = -13.15

How positive or negative is each atom? The Löwdin charges in e answer that: 1.39, -0.39

Record 4
Density functional theory data (the ωB97M-V functional and the def2-TZVPD basis) for one molecule with the formula C4H3F3N2 in a non-equilibrium geometry.

Structure (XYZ):
```
12
Properties=species:S:1:pos:R:3
C -0.1038 0.3078 -0.1546
C 1.1546 -0.3895 1.0728
C 0.1981 1.5186 -0.5267
C -1.4752 -0.2616 -0.0864
N 0.1781 2.6952 -0.7512
N 1.5907 -1.5943 0.8103
F -2.1893 0.2500 0.9121
F -2.1080 -0.0255 -1.2734
F -1.4777 -1.6008 0.0502
H 0.3678 3.3186 -1.4875
H 1.4530 -2.3120 0.0669
H 2.4118 -1.9065 1.3675
```

Values from the calculation:
- ΔE to the lowest compared entry with this formula, charge and spin (kJ/mol) = 435.4
- HOMO-LUMO gap (eV) = 8.97
- highest occupied orbital energy (eV) = -8.39

Atomic partial charges in e from the Löwdin method, atoms 1 to 5: -0.10, 0.04, -0.18, -0.64, 0.22

Record 5
Density functional theory data (the ωB97M-V functional and the def2-TZVPD basis) for one molecule with the formula C11H14N2OSi in a non-equilibrium geometry.

Structure (XYZ):
```
29
Properties=species:S:1:pos:R:3
C 1.5992 -0.3664 -2.6308
O 0.9923 -0.7847 -1.3658
Si 0.3169 0.3694 -0.3124
C 1.5212 1.9567 -0.1787
C -0.2165 -0.7316 1.0780
C 0.4177 -0.6921 2.3448
C 0.0934 -1.6596 3.2712
C -0.8254 -2.6734 3.1414
C -1.3649 -2.7150 1.8419
C -1.1554 -1.6836 0.9230
N -1.1540 0.9288 -1.1456
C -1.9285 0.4836 -2.1672
C -3.0381 1.2589 -2.2448
N -2.9743 2.2186 -1.2622
C -1.8947 1.9919 -0.6116
H 1.0496 0.5139 -3.0107
H 1.7919 -0.9612 -3.5196
H 2.6612 -0.0075 -2.3431
H 2.2640 1.5623 -0.8309
H 1.1377 2.9326 -0.5213
H 2.0788 2.1384 0.7874
H 1.2703 -0.1770 2.6643
H 0.6561 -1.6060 4.2557
H -0.9415 -3.5973 3.7613
H -2.1166 -3.4741 1.6920
H -1.7703 -1.6718 0.0984
H -1.6539 -0.3691 -2.7149
H -3.7728 1.2419 -2.9625
H -1.4421 2.6901 0.1074
```

Values from the calculation:
- ΔE to the lowest compared entry with this formula, charge and spin (kJ/mol) = 44.4
- SMILES string = CO[Si@](C)(c1ccccc1)n1ccnc1
- HOMO-LUMO gap (eV) = 9.39
- highest occupied orbital energy (eV) = -8.70

Atomic partial charges in e from the Löwdin method, atoms 1 to 5: -0.13, -0.26, 0.61, -0.11, -0.23

Record 6
Density functional theory data (the ωB97M-V functional and the def2-TZVPD basis) for a 3-piece molecular cluster, C23H38F9N2O4Si overall in a non-equilibrium geometry.

Structure (XYZ):
```
77
Properties=species:S:1:pos:R:3
O 3.3007 -7.1549 3.9536
C 2.1929 -7.1764 3.3886
O 1.1018 -7.5841 3.8400
Si 2.0604 -6.5070 1.5938
C 3.7144 -6.8981 0.6163
F 3.4965 -7.1873 -0.7158
F 4.2186 -8.0515 1.1600
C 4.8781 -5.8873 0.7046
F 5.1598 -5.6334 1.9940
F 5.9817 -6.4711 0.1647
C 4.6520 -4.5278 -0.0472
F 5.6906 -4.3323 -0.8998
F 3.5327 -4.5332 -0.7919
C 4.6415 -3.2662 0.8551
F 4.4258 -2.2042 0.0564
F 5.8217 -3.0801 1.4327
F 3.6910 -3.2918 1.7661
H 0.9400 -7.1967 0.9209
H 1.8000 -5.0533 1.6110
C 0.9374 -0.5472 -1.3059
C 0.2387 -1.9006 -1.0786
C -0.9390 -2.0490 -2.0450
C -2.1425 -1.1872 -1.6683
C -2.5669 -1.4749 -0.2291
C -1.4260 -1.3107 0.7766
N -0.1952 -2.0403 0.3432
O -0.3097 -3.2957 0.6361
C -1.1354 0.1897 0.9744
C -1.8820 -1.8210 2.1394
C 1.3001 -2.9436 -1.4158
H 1.2508 -0.4698 -2.3481
H 0.3118 0.3194 -1.1080
H 1.8286 -0.4694 -0.6816
H -1.2546 -3.0970 -2.0699
H -0.6054 -1.8034 -3.0557
H -1.9088 -0.1261 -1.8000
H -2.9734 -1.4039 -2.3441
H -3.3913 -0.8162 0.0560
H -2.9538 -2.4979 -0.1767
H -0.1732 0.3457 1.4634
H -1.8988 0.6461 1.6039
H -1.1483 0.7626 0.0498
H -2.2195 -2.8547 2.1018
H -2.7207 -1.2166 2.4859
H -1.0813 -1.7501 2.8764
H 2.1119 -2.8981 -0.7073
H 1.7006 -2.7394 -2.4102
H 0.8977 -3.9547 -1.4241
C -2.9666 4.6967 -2.0764
C -2.7952 4.4318 -0.5701
C -3.2912 5.6351 0.2346
C -2.3429 6.8304 0.1790
C -0.9410 6.4115 0.6176
C -0.3901 5.2274 -0.1782
N -1.3738 4.1016 -0.2480
O -1.3314 3.4199 0.8511
C 0.0074 5.6984 -1.5924
C 0.9060 4.7451 0.4651
C -3.6957 3.2352 -0.2790
H -4.0106 4.9291 -2.2894
H -2.3843 5.5325 -2.4528
H -2.6963 3.8112 -2.6532
H -3.4202 5.3409 1.2811
H -4.2794 5.9250 -0.1279
H -2.3248 7.2580 -0.8273
H -2.7107 7.6186 0.8391
H -0.2528 7.2546 0.5242
H -0.9712 6.1516 1.6805
H 0.1463 4.8500 -2.2634
H 0.9496 6.2443 -1.5505
H -0.7094 6.3830 -2.0419
H 0.7732 4.4812 1.5121
H 1.6465 5.5435 0.4232
H 1.3093 3.8772 -0.0584
H -3.3329 2.3374 -0.7820
H -4.7010 3.4467 -0.6441
H -3.7688 3.0231 0.7858
```

Values from the calculation:
- expectation value of S² = 2.008
- multiplicity = 3
- total charge = -1
- HOMO-LUMO gap (alpha / beta) (eV) = 5.65 / 5.30
- highest occupied orbital energy (alpha / beta) (eV) = -3.96 / -3.96

Atomic partial charges in e from the Löwdin method, atoms 1 to 5: -0.11, -0.88, -0.13, 0.85, -0.50

| no. | total energy (Eh) |
| --- | --- |
| 1 | -3893.17572 |
| 2 | -7228.21757 |
| 3 | -2604.50788 |
| 4 | -563.17853 |
| 5 | -901.81948 |
| 6 | -2497.88839 |